Entry 1:
ORCA calculation (ωB97M-V/def2-TZVPD) on the molecule C17H20N4O5 at a distorted geometry.

```
46
Properties=species:S:1:pos:R:3
C 0.454 -4.128 0.612
H -1.206 -3.787 -0.810
C -3.604 6.774 2.150
C 2.958 -4.097 -0.105
H 5.137 -1.592 -0.485
H -3.863 7.477 2.951
C 3.722 -4.995 -2.027
H -3.158 2.407 -0.027
N -1.415 3.970 1.546
O -0.311 1.052 -1.987
C -2.750 5.717 2.389
H -0.085 -3.808 1.535
N 4.657 -4.065 -1.612
H -1.872 -1.596 -1.737
H -0.872 3.989 2.407
H -0.272 -1.270 -2.436
C 4.765 -2.302 0.258
O 3.686 -5.605 -3.097
C -2.358 4.909 1.314
C -2.104 2.225 -0.260
C -1.246 2.752 0.937
C -0.257 -1.911 -0.345
C 1.916 -3.703 0.856
O 2.260 -3.183 1.894
H -2.324 5.559 3.362
C 4.159 -3.504 -0.431
O -0.503 2.009 1.553
H 5.594 -2.661 0.913
H 0.395 -5.185 0.562
H -4.704 7.781 0.607
N -2.893 5.040 0.105
C -0.879 -1.158 -1.529
H -4.227 6.171 -1.081
H 0.774 -1.533 -0.232
C -1.061 0.356 -1.320
O -2.005 0.787 -0.486
H 4.036 -1.749 0.829
C -4.096 6.935 0.862
H 5.179 -3.544 -2.285
H -1.822 2.768 -1.141
N 2.733 -5.115 -1.081
H -0.820 -1.713 0.597
C -0.164 -3.441 -0.615
H 0.372 -3.642 -1.553
C -3.768 6.010 -0.120
H 1.843 -5.399 -1.437
```

spin multiplicity = 1
orbital gap = 8.83 eV
SMILES string = Cc1[nH]c(=O)[nH]c1C(=O)CCCCC(=O)OCC(=O)Nc1ccccn1
energy relative to the best compared isomer or geometry (same formula, charge and spin) = 203.78 kJ/mol

=====

Entry 2:
ORCA calculation (ωB97M-V/def2-TZVPD) on C17H20N5O7PPt as an isolated structure.

```
51
Properties=species:S:1:pos:R:3
C 1.500 -2.259 -1.213
N -1.142 1.058 -2.722
C 1.037 0.355 5.436
H 1.162 3.300 -2.021
O 0.822 -5.293 -3.021
O 2.508 -0.381 -0.196
C -1.287 -3.310 0.990
H 1.752 1.333 -0.845
O 2.261 -0.395 -2.426
P -0.477 0.672 -0.069
H -1.664 2.531 0.932
H -2.457 2.610 -3.182
H 1.038 2.535 0.255
H -0.136 -0.663 -2.098
H 0.906 1.151 -3.116
C -0.196 -4.402 -1.035
H -0.092 2.495 -3.796
H 0.428 -0.192 6.154
H -0.996 4.205 -2.234
N 0.652 -2.370 -0.186
C -2.252 1.929 -2.353
C 2.226 -0.916 -1.293
H 0.198 -6.004 -2.830
O -0.268 2.147 2.609
H 2.009 0.529 5.897
H -2.794 1.381 0.241
O -2.085 -4.229 1.040
H -3.136 1.321 -2.171
N 0.391 2.690 -1.750
C 1.215 -0.516 4.202
C 0.371 1.619 4.901
C 0.836 1.864 -0.582
C 0.207 1.353 3.413
O 1.704 -1.622 4.167
C -0.216 -3.381 -0.111
N -1.964 2.723 -1.158
C 0.727 -4.335 -2.075
H 0.976 2.517 5.027
H -1.832 -0.601 -1.623
C -0.825 3.537 -1.388
H -0.912 -5.207 -0.926
N 0.706 0.134 3.098
O -1.265 -2.263 1.732
C -0.923 -0.005 -1.731
C -1.853 1.902 0.064
C 1.562 -3.227 -2.191
H 2.228 -3.109 -3.034
Pt 0.474 -0.951 1.347
C 0.045 1.805 -2.962
H -0.609 1.825 5.332
H -0.561 4.111 -0.500
```

spin multiplicity = 3
orbital gap (spin up / spin down) = 6.86 / 7.95 eV
energy relative to the best compared isomer or geometry (same formula, charge and spin) = 0.00 kJ/mol

=====

Entry 3:
ORCA calculation (ωB97M-V/def2-TZVPD) on C17H21AsF6N5O8Pt as an isolated structure at a distorted geometry.

```
59
Properties=species:S:1:pos:R:3
N 0.233 -2.564 3.333
C -2.243 -0.513 -3.360
O 2.729 0.762 1.987
C -1.828 -1.406 -2.159
C 1.221 2.407 2.750
O -1.881 3.594 -0.567
H 2.838 -1.695 1.654
C -0.494 2.923 1.295
F 4.495 2.732 -0.859
C -0.901 3.972 2.113
H -2.568 -1.186 -4.153
N 2.247 -2.215 2.280
O -2.276 0.257 -0.486
C 2.486 1.648 2.823
C -1.485 -0.466 -1.014
H -0.534 5.015 3.951
C 0.996 -1.837 2.537
N -0.155 -0.546 -0.489
H -3.733 -1.562 -1.227
C -1.120 0.374 -3.878
H -1.260 -2.089 4.733
H 4.161 1.515 3.692
H -2.659 -2.895 -0.818
Pt 1.192 0.419 0.643
O -0.784 -3.070 -3.545
N 0.488 2.101 1.659
C -3.716 -3.138 -2.684
H -4.449 -3.769 -2.182
H -1.782 -3.134 3.396
As 3.564 1.666 -1.801
O -0.491 2.102 -0.957
H 1.516 3.657 4.454
C -1.167 -2.279 3.667
H -1.499 -1.408 3.114
H -1.465 0.951 -4.734
H -0.767 1.088 -3.134
C -1.012 2.853 -0.111
O 1.895 -1.158 -0.384
F 2.752 2.976 -2.502
H -3.112 0.065 -3.045
H -1.709 4.609 1.774
N 0.567 -2.223 -1.961
F 2.175 1.893 -0.292
C -0.699 -2.304 -2.641
H -3.030 -3.785 -3.222
O 3.308 1.986 3.754
H 2.593 -3.103 2.606
C -0.234 4.205 3.300
O 0.469 -0.746 2.065
F 2.296 0.633 -2.373
C -3.019 -2.270 -1.643
H 0.663 -3.349 3.799
C 0.891 3.440 3.599
H -4.260 -2.530 -3.405
H -0.266 -0.215 -4.224
F 4.068 0.395 -0.749
H 1.336 -2.764 -2.342
C 0.774 -1.347 -1.005
F 4.642 1.329 -3.035
```

spin multiplicity = 2
total charge = +2
orbital gap (spin up / spin down) = 7.70 / 6.68 eV
energy relative to the best compared isomer or geometry (same formula, charge and spin) = 138.30 kJ/mol

=====

Entry 4:
ORCA calculation (ωB97M-V/def2-TZVPD) on C17H21B2F4N13O7SV as an isolated structure at a distorted geometry.

```
66
Properties=species:S:1:pos:R:3
C 1.154 -2.639 -4.070
C 2.400 2.248 2.777
H 2.670 -1.669 -1.452
C -0.533 -2.877 -2.092
N 1.568 -1.024 1.461
N 0.467 -0.836 -2.555
F 1.700 2.246 -3.614
H -0.037 -4.929 -2.142
O 3.215 -0.088 4.955
C 0.420 -2.070 -2.909
N -0.965 2.832 1.615
O 4.665 1.837 4.561
N -1.311 -3.260 4.117
H 3.019 -1.116 3.554
C 0.824 2.030 4.654
H -4.881 1.224 -1.599
N 3.347 -1.936 0.524
N -2.529 0.061 -1.440
C -1.481 3.382 -2.747
H -4.399 1.604 -3.250
V -0.448 -0.323 -0.802
C 1.374 2.556 1.941
N 2.725 -1.566 1.628
O -3.573 -0.696 -1.126
B 1.674 1.279 -2.650
O 3.137 1.806 6.493
H 1.952 -1.967 -4.373
H -0.470 3.563 -3.107
H 0.679 1.810 5.703
N -1.189 -0.023 1.044
H 0.477 -2.769 -4.917
O -2.174 -2.702 -0.514
C -1.553 2.049 -2.098
B -3.401 -2.204 -1.246
N -1.691 -0.982 3.215
H -1.232 2.377 4.199
C -1.421 -0.572 2.064
H 1.559 -3.619 -3.818
H -4.209 2.826 -1.990
C -4.148 1.758 -2.198
H 1.535 2.749 0.887
C -1.485 -2.214 3.663
C 2.137 1.960 4.134
N 3.252 -1.833 2.851
H -2.189 3.440 -3.572
C -2.784 1.235 -1.909
N -0.566 1.416 -1.599
F -3.247 -2.488 -2.605
H -0.767 2.740 0.630
C -0.213 2.346 3.835
N -1.078 -2.212 -1.139
F -4.489 -2.760 -0.664
S 3.454 1.345 5.169
F 2.864 1.052 -2.012
H 3.425 2.204 2.435
H -0.991 -4.382 -3.524
O 0.736 1.765 -1.486
H 4.251 -1.950 2.746
C -0.862 -4.280 -2.448
H -1.768 -4.592 -1.939
H -1.912 2.638 1.902
C 2.481 -1.567 -0.400
N 1.384 -1.022 0.137
O 1.158 0.035 -3.313
C 0.041 2.590 2.454
H -1.743 4.165 -2.030
```

spin multiplicity = 4
orbital gap (spin up / spin down) = 7.25 / 5.58 eV
energy relative to the best compared isomer or geometry (same formula, charge and spin) = 68.82 kJ/mol

=====

Entry 5:
ORCA calculation (ωB97M-V/def2-TZVPD) on C17H21Cl2NO5PdS as an isolated structure at a distorted geometry.

```
48
Properties=species:S:1:pos:R:3
C 1.396 -0.393 -2.801
C -1.085 -0.463 4.439
C 0.011 -2.529 -3.273
H 1.243 2.699 -1.444
H -1.906 -1.749 0.287
H -2.824 -0.315 -3.057
H 2.245 2.838 -2.939
C 1.096 1.018 -2.740
H -1.405 2.719 -2.310
C 0.199 0.013 4.332
N -0.563 0.164 2.181
C -2.168 -0.354 -3.941
H -2.566 -1.435 5.636
H -1.012 -2.784 -2.937
H -2.239 -1.346 -4.414
H 3.096 -0.720 -1.524
C 2.660 -1.089 -2.481
C -1.573 -0.993 5.624
H 2.464 -2.172 -2.449
O 3.889 0.864 -0.653
Pd -1.140 0.597 0.317
C -0.933 2.502 -3.292
Cl -2.651 1.165 -1.061
H 1.965 0.506 5.331
C 0.208 -1.068 -3.218
S -1.927 -0.546 2.911
H -1.724 2.470 -4.045
H 3.418 -0.910 -3.267
Cl -0.508 2.749 1.103
C 1.005 0.030 5.460
H 0.157 -2.915 -4.301
H -1.130 -1.383 7.699
C -0.226 1.200 -3.256
H 3.783 0.718 0.305
H -0.206 3.294 -3.532
C 1.881 2.140 -2.164
O -2.076 -1.940 2.560
H 1.173 -0.425 7.563
O 1.629 0.862 2.535
C -0.752 -0.999 6.759
C -0.781 -0.091 -3.523
H 2.761 1.749 -1.591
O -1.164 -1.339 -0.229
H -2.496 0.431 -4.646
C 0.568 0.419 2.955
H 0.731 -3.035 -2.608
O -3.075 0.328 3.025
C 0.550 -0.479 6.676
```

spin multiplicity = 5
total charge = -2
orbital gap (spin up / spin down) = 4.58 / 4.37 eV
energy relative to the best compared isomer or geometry (same formula, charge and spin) = 0.00 kJ/mol

=====

Entry 6:
ORCA calculation (ωB97M-V/def2-TZVPD) on C17H21ClCsF2IMgN2NaO7P as an isolated structure at a distorted geometry.

```
55
Properties=species:S:1:pos:R:3
H 2.093 -1.254 -0.768
F -0.049 7.038 -1.275
H -0.324 2.510 1.900
Cs -0.547 0.547 5.071
H 4.383 -0.993 -1.347
H -7.535 -3.039 -1.187
Cl 0.495 3.957 -2.586
C 0.373 3.056 1.158
H -3.024 -5.024 -2.237
C -1.365 0.124 1.098
H 6.339 -0.088 3.433
C 2.479 -0.184 -0.538
I -1.669 -0.862 3.023
C 2.469 2.916 -0.408
N 1.528 -1.336 1.662
H 4.648 0.663 -0.620
C 4.072 -0.307 -0.467
C 5.627 -0.146 1.334
C 1.485 2.175 0.570
H 5.816 1.565 2.861
H 0.806 6.267 -0.105
C -6.418 -4.374 -2.506
H 1.678 -1.287 2.682
C -5.071 -4.952 -2.779
H 0.906 0.726 2.305
N 0.074 4.424 0.979
P 1.608 0.353 1.070
H -4.690 -2.155 0.757
C -0.089 0.011 0.155
C -4.135 -3.658 -0.943
O -7.363 -4.692 -3.206
O 4.592 -0.943 0.738
O -3.183 -3.315 -0.263
C 2.101 4.401 -0.589
H 2.843 0.642 1.768
O 6.708 0.097 0.731
Mg -1.139 0.371 -1.992
C 0.945 5.138 0.106
H 2.170 0.423 -1.475
O -4.969 -5.839 -3.806
C -4.007 -4.614 -2.048
C -5.486 -3.101 -0.652
H -5.871 -5.914 -4.175
H -0.064 -1.076 -0.253
Na -1.805 6.238 -0.079
H 3.320 2.363 -0.910
O -5.593 -2.235 0.392
H 2.746 5.020 -1.310
O -2.316 0.849 0.687
H 4.510 0.255 3.319
H 2.285 -1.931 1.300
H -0.242 0.696 -0.755
F -1.116 3.478 -1.257
C 5.518 0.452 2.824
C -6.550 -3.437 -1.386
```

spin multiplicity = 1
orbital gap = 3.71 eV